(1)
# HI3Si

2 unconnected molecules or ions with the total composition HI3Si at a distorted geometry (ωB97M-V/def2-TZVPD, the Open Molecules 2025 dataset).

Structure (XYZ):
```
5
Properties=species:S:1:pos:R:3:forces:R:3:nbo_charge:R:1
Si 1.090123 -0.128907 -0.245959 -1.75 -0.41 2.07 0.548
I -0.714823 0.759542 -1.532954 -0.47 0.40 -0.12 -0.180
I 1.575046 0.930638 1.929932 0.10 0.01 -0.66 -0.168
I -3.982976 -1.171667 1.065811 0.06 0.03 -0.04 -0.007
H 2.032631 -0.389606 -1.216829 2.06 -0.03 -1.26 -0.193
```
Forces are in eV/Å.

Results
LUMO (alpha / beta): -1.4 / -3.2 eV
orbital gap (alpha / beta): 0.318 / 0.166 Ha
energy above the lowest of the compared OMol25 structures with the same formula, charge and spin: 287.5 kJ/mol
spin multiplicity: 1
calculated total energy: -32195.1766 eV
HOMO (alpha / beta): -10.048 / -7.773 eV
total charge: 0

(2)
# HI5Si2

2 unconnected molecules or ions with the total composition HI5Si2 at a distorted geometry (ωB97M-V/def2-TZVPD, the Open Molecules 2025 dataset).

Structure (XYZ):
```
8
Properties=species:S:1:pos:R:3:forces:R:3:nbo_charge:R:1
Si -0.856544 0.778377 0.448357 2.89 0.65 1.41 0.504
Si 1.122922 -0.523693 -0.300551 -1.28 -0.29 -1.04 0.358
I -0.987662 0.156249 2.834662 0.08 0.09 -0.44 -0.160
I -0.415857 3.217033 0.248019 -0.02 -0.62 -0.01 -0.165
I -1.336140 -3.403327 -1.083255 0.41 0.46 0.30 -0.164
I 1.310085 -0.659348 -2.797005 0.04 0.27 0.88 -0.139
I 3.283639 -0.146445 0.712520 -0.37 0.05 0.01 -0.075
H -2.120440 0.581154 -0.062750 -1.75 -0.61 -1.12 -0.159
```
Forces are in eV/Å.

Results
LUMO (alpha / beta): -2.5 / -3.2 eV
orbital gap (alpha / beta): 0.259 / 0.179 Ha
energy above the lowest of the compared OMol25 structures with the same formula, charge and spin: 266.1 kJ/mol
spin multiplicity: 1
calculated total energy: -56276.9008 eV
HOMO (alpha / beta): -9.537 / -8.112 eV
total charge: 0

(3)
# HIN3P3

A molecular structure, HIN3P3 at a distorted geometry (ωB97M-V/def2-TZVPD, the Open Molecules 2025 dataset).

Structure (XYZ):
```
8
Properties=species:S:1:pos:R:3:forces:R:3:nbo_charge:R:1
N -1.251751 0.878825 -0.719552 0.31 0.66 -0.01 -1.315
N 1.235707 1.425525 -0.420984 0.20 1.55 -0.53 -1.355
N 0.913408 -0.560252 0.770539 -1.34 -1.82 1.78 -1.191
P -2.120860 -0.128134 0.063179 0.22 0.28 0.64 1.033
P -0.146311 2.126346 -0.656314 0.35 -1.16 -0.34 1.376
P 2.021427 0.006685 -0.129938 0.27 1.14 -1.02 1.296
I 1.110511 -2.389849 1.620185 0.16 -0.20 0.09 0.275
H -1.762130 -1.359146 -0.527115 -0.16 -0.44 -0.59 -0.118
```
Forces are in eV/Å.

Results
LUMO: -1.5 eV
orbital gap: 0.270 Ha
energy above the lowest of the compared OMol25 structures with the same formula, charge and spin: 288.3 kJ/mol
spin multiplicity: 1
calculated total energy: -40451.1598 eV
HOMO: -8.883 eV
total charge: 0

(4)
# HINO

2 unconnected molecules or ions with the total composition HINO at a distorted geometry (ωB97M-V/def2-TZVPD, the Open Molecules 2025 dataset).

Structure (XYZ):
```
4
Properties=species:S:1:pos:R:3:forces:R:3:nbo_charge:R:1
N 0.387666 0.094094 0.697783 -0.64 -1.43 1.26 -0.020
O -0.627730 0.137881 1.312747 0.41 0.13 -0.04 -0.387
I 0.447008 1.577755 -1.133313 0.07 1.15 -1.35 -0.524
H -0.206944 -1.809731 -0.877217 0.15 0.15 0.13 -0.070
```
Forces are in eV/Å.

Results
LUMO (alpha / beta): 3.9 / 3.3 eV
orbital gap (alpha / beta): 0.267 / 0.221 Ha
energy above the lowest of the compared OMol25 structures with the same formula, charge and spin: 269.1 kJ/mol
spin multiplicity: 1
calculated total energy: -11651.3687 eV
HOMO (alpha / beta): -3.355 / -2.705 eV
total charge: -1

(5)
# HN2O

2 unconnected molecules or ions with the total composition HN2O at a distorted geometry (ωB97M-V/def2-TZVPD, the Open Molecules 2025 dataset).

Structure (XYZ):
```
4
Properties=species:S:1:pos:R:3:forces:R:3:nbo_charge:R:1
N 1.161479 -0.066832 -0.539568 -0.57 0.03 0.28 -0.199
N -1.274581 -0.211042 0.565577 -0.92 1.07 -0.98 0.750
O -1.970600 0.426651 0.059731 1.27 -1.08 0.78 0.177
H 2.083702 -0.148777 -0.085741 0.22 -0.02 -0.09 0.271
```
Forces are in eV/Å.

Results
LUMO (alpha / beta): -9.3 / -9.3 eV
orbital gap (alpha / beta): 0.271 / 0.269 Ha
energy above the lowest of the compared OMol25 structures with the same formula, charge and spin: 312.6 kJ/mol
spin multiplicity: 1
calculated total energy: -5028.3568 eV
HOMO (alpha / beta): -16.689 / -16.666 eV
total charge: +1

(6)
# HN2O3S

2 unconnected molecules or ions with the total composition HN2O3S at a distorted geometry (ωB97M-V/def2-TZVPD, the Open Molecules 2025 dataset).

Structure (XYZ):
```
7
Properties=species:S:1:pos:R:3:forces:R:3:nbo_charge:R:1
N 0.310721 0.644462 -1.029045 0.12 -0.73 -0.54 -0.265
N -0.733850 0.736181 -0.350729 2.11 1.56 -3.26 0.477
O -1.074428 0.324648 0.753619 -0.40 -1.02 1.83 -0.590
O -1.424842 1.480988 -1.081588 -4.55 1.94 -0.09 -0.576
O 1.657695 -0.227326 0.085623 2.59 -2.25 2.19 -0.673
S 1.260623 -1.629425 0.555304 -0.16 0.65 0.13 0.516
H 0.004082 -1.329527 1.066816 0.29 -0.15 -0.25 0.110
```
Forces are in eV/Å.

Results
LUMO (alpha / beta): 3.5 / 2.6 eV
orbital gap (alpha / beta): 0.211 / 0.222 Ha
energy above the lowest of the compared OMol25 structures with the same formula, charge and spin: 427.7 kJ/mol
spin multiplicity: 3
calculated total energy: -19967.4269 eV
HOMO (alpha / beta): -2.191 / -3.421 eV
total charge: -1